No. 1
C3H5N3 | ωB97M-V with the def2-TZVPD basis set

Last column: Löwdin charge in e.
Geometry (Å):
N: -2.458 0.229 0.454  0.010
C: -0.238 -0.008 -0.512  -0.111
N: 0.715 -0.731 -0.833  0.058
N: 1.907 -0.593 -0.074  -0.166
C: 2.367 0.564 0.308  0.008
C: -1.327 0.684 -0.291  -0.185
H: -3.121 -0.202 -0.186  0.075
H: -2.199 -0.477 1.133  0.071
H: 2.381 -1.494 -0.056  0.128
H: 3.356 0.338 0.752  0.002
H: -1.383 1.691 -0.695  0.109

Atoms 1-3, force components in eV/Å:
0.01 -0.21 0.06
0.08 -0.15 -0.05
-0.52 0.36 -0.03

Molar mass (g/mol): 83.1
Lowest unoccupied orbital energy (Ha): 0.02562
E_HOMO (eV): -8.86
Multiplicity: 1

No. 2
C3H5N3 | ωB97M-V with the def2-TZVPD basis set

Last column: Löwdin charge in e.
Geometry (Å):
N: -1.877 -0.121 0.144  0.107
C: -0.505 0.022 0.014  -0.383
C: 0.479 -0.919 0.130  -0.043
C: 1.692 -0.196 -0.072  -0.193
N: 1.496 1.054 -0.356  -0.009
N: 0.105 1.244 -0.295  0.004
H: -2.197 -1.063 -0.040  0.094
H: -2.448 0.560 -0.338  0.092
H: 0.366 -1.972 0.329  0.092
H: 2.706 -0.551 0.045  0.099
H: 0.183 1.942 0.438  0.139

Atoms 1-3, force components in eV/Å:
0.02 0.11 -0.06
0.40 -0.07 0.10
-0.11 0.06 -0.02

Molar mass (g/mol): 83.1
SMILES: Nc1ccn[nH]1
Lowest unoccupied orbital energy (Ha): 0.03443
E_HOMO (eV): -8.44
Multiplicity: 1

No. 3
C3H5N3O | ωB97M-V with the def2-TZVPD basis set

Last column: Löwdin charge in e.
Geometry (Å):
N: 1.911 0.015 0.263  0.054
C: 0.629 0.163 -0.380  -0.432
C: -0.212 1.363 0.065  0.033
N: -1.389 0.809 0.275  0.076
C: -1.487 -0.636 0.167  -0.518
O: -2.490 -1.274 0.373  0.086
N: -0.239 -0.996 -0.196  0.126
H: 2.664 0.051 -0.412  0.071
H: 2.068 0.760 0.932  0.067
H: 0.759 0.335 -1.461  0.143
H: -2.219 1.319 0.556  0.140
H: 0.072 -1.953 -0.196  0.154

Atoms 1-3, force components in eV/Å:
0.09 0.18 -0.03
-0.04 0.08 -0.13
-0.33 -0.45 -0.02

Molar mass (g/mol): 99.1
Lowest unoccupied orbital energy (Ha): 0.01783
E_HOMO (eV): -9.15
Multiplicity: 1

No. 4
C3H5N3O | ωB97M-V with the def2-TZVPD basis set

Last column: Löwdin charge in e.
Geometry (Å):
C: -2.548 -0.465 0.113  -0.092
C: 2.225 -0.338 0.849  -0.351
C: -1.386 -0.688 0.654  -0.047
N: -1.434 -0.176 -0.754  -0.073
N: 1.589 1.236 -0.899  0.000
N: 2.086 0.656 0.218  -0.006
O: 2.445 -1.084 1.725  0.107
H: -3.520 -0.523 -0.070  0.054
H: -0.764 -1.096 1.391  0.075
H: 2.065 2.213 -0.923  0.130
H: 0.553 1.309 -0.785  0.072
H: -1.311 -1.045 -1.519  0.131

Atoms 1-3, force components in eV/Å:
4.77 -0.54 1.82
0.13 0.77 0.46
-3.05 0.27 -1.10

Molar mass (g/mol): 99.1
SMILES: C1=CN1.NN=C=O
Lowest unoccupied orbital energy (Ha): 0.03004
E_HOMO (eV): -8.51
Multiplicity: 1